No. 1
{"formula": "C7H25IO11P2", "method": "the ωB97M-V functional and the def2-TZVPD basis", "species": ["C", "C", "C", "I", "O", "P", "O", "O", "O", "P", "O", "O", "O", "H", "H", "H", "H", "H", "H", "H", "H", "H", "C", "O", "H", "H", "H", "H", "C", "O", "H", "H", "H", "H", "C", "O", "H", "H", "H", "H", "C", "O", "H", "H", "H", "H"], "coordinates": [[2.1041, -1.5795, -1.9532], [2.8695, -0.7061, -2.9424], [1.9664, 0.3777, -3.4958], [2.8064, 1.1707, -5.3080], [1.8766, 1.4213, -2.5261], [0.6785, 2.4588, -2.4339], [1.1085, 3.8331, -2.6577], [0.0018, 2.2206, -1.0086], [-0.5042, 2.0452, -3.4548], [-1.6660, 0.9548, -3.2049], [-2.2197, 0.4343, -4.4533], [-0.9755, -0.1607, -2.3016], [-2.7435, 1.6620, -2.2817], [1.3334, -2.1621, -2.4491], [1.6028, -0.9661, -1.2073], [2.7778, -2.2454, -1.4212], [3.2355, -1.3230, -3.7553], [3.6767, -0.2165, -2.4020], [0.9928, -0.0342, -3.7309], [0.6387, 1.9234, -0.3499], [-1.5066, -0.2709, -1.5025], [-3.5825, 1.6086, -2.7576], [-2.0185, 3.1950, 2.2613], [-2.3096, 2.7117, 0.9535], [-2.7538, 2.7770, 2.9442], [-1.0213, 2.8887, 2.5877], [-2.0867, 4.2857, 2.2853], [-1.6691, 3.0812, 0.3391], [-0.5974, -2.6832, 0.0749], [-0.8817, -3.1767, -1.2318], [0.0595, -3.3882, 0.5699], [-0.0943, -1.7110, 0.0281], [-1.5184, -2.5891, 0.6586], [-1.4661, -2.5511, -1.6645], [-0.4816, -4.1391, 3.5376], [0.3677, -3.1190, 3.0277], [-0.0392, -5.0947, 3.2673], [-0.5628, -4.0863, 4.6271], [-1.4842, -4.0818, 3.1028], [-0.0115, -2.2671, 3.2586], [0.9080, 1.8620, 4.4004], [0.2043, 0.6348, 4.2246], [1.4724, 2.0596, 3.4932], [0.2034, 2.6785, 4.5737], [1.5974, 1.7943, 5.2441], [-0.2880, 0.4731, 5.0341]], "atomic_forces_ev_per_a": [[-0.1, 0.2, 0.0], [-0.5, 0.0, 0.6], [0.6, -0.2, 0.0], [-0.1, 0.1, -0.1], [-0.9, -0.5, 0.0], [0.4, 1.9, -0.4], [-0.1, -0.4, 0.0], [0.1, -0.3, -0.1], [0.2, -0.8, 0.9], [-0.4, -0.4, -1.5], [0.3, 0.3, 0.3], [-0.3, 0.4, 0.3], [0.4, -0.1, 0.1], [0.0, -0.2, 0.0], [0.0, 0.1, 0.1], [0.0, -0.1, 0.0], [0.3, 0.1, -0.1], [0.3, 0.0, -0.3], [-0.1, 0.2, -0.2], [0.0, -0.1, 0.1], [0.2, 0.0, 0.3], [-0.2, 0.1, 0.1], [0.1, 0.1, -0.4], [-0.1, -0.1, 0.2], [0.0, 0.0, 0.0], [0.0, 0.0, 0.0], [0.0, 0.0, 0.2], [0.0, 0.0, -0.1], [-0.2, 0.0, -0.3], [0.1, 0.0, 0.2], [0.0, 0.0, 0.0], [0.0, 0.0, 0.1], [0.1, 0.0, 0.1], [0.0, -0.1, -0.2], [0.0, 0.2, 0.0], [0.0, -0.1, 0.1], [0.0, 0.0, 0.0], [0.0, 0.0, 0.0], [0.0, 0.0, 0.0], [0.1, 0.1, 0.0], [-0.2, -0.2, 0.2], [0.0, 0.0, -0.1], [0.0, 0.0, 0.0], [0.1, 0.1, 0.0], [0.1, 0.1, 0.0], [0.0, -0.1, 0.0]], "lowdin_charge": [-0.094, -0.292, -0.789, 0.892, -0.232, 0.345, -0.212, -0.098, -0.207, 0.320, -0.219, -0.107, -0.072, 0.076, 0.056, 0.083, 0.090, 0.116, 0.066, 0.105, 0.092, 0.104, -0.146, -0.130, 0.081, 0.052, 0.081, 0.043, -0.161, -0.116, 0.073, 0.059, 0.081, 0.052, -0.157, -0.135, 0.080, 0.075, 0.074, 0.066, -0.163, -0.131, 0.077, 0.069, 0.079, 0.074], "relative_energy_kj_mol": 0.0, "homo_lumo_gap_ev": 9.58}

No. 2
{"formula": "C7H25N12O9", "method": "the ωB97M-V functional and the def2-TZVPD basis", "species": ["O", "C", "O", "O", "H", "C", "O", "N", "N", "H", "H", "H", "H", "C", "O", "N", "N", "H", "H", "H", "H", "C", "O", "N", "N", "H", "H", "H", "H", "C", "O", "N", "N", "H", "H", "H", "H", "C", "O", "N", "N", "H", "H", "H", "H", "C", "O", "N", "N", "H", "H", "H", "H"], "coordinates": [[1.2369, -0.7589, -0.4226], [0.1686, -0.1637, 0.1658], [0.3926, 0.2700, 1.3432], [-0.9304, -0.0855, -0.4533], [1.6772, -0.8065, 0.4566], [1.4991, 0.0152, -3.9752], [1.1215, 0.1962, -5.1407], [2.3814, 0.8547, -3.4125], [1.0892, -1.0192, -3.2077], [2.5488, 0.9041, -2.4205], [2.7297, 1.5315, -4.0673], [0.2560, -1.5066, -3.4882], [1.2995, -1.1310, -2.2321], [-2.8075, 0.2504, -3.8625], [-3.3519, 0.4257, -4.9570], [-2.6010, 1.2740, -3.0130], [-2.3243, -0.9156, -3.4000], [-2.1529, 1.1606, -2.1176], [-2.9891, 2.1455, -3.3242], [-1.9981, -0.8961, -2.4447], [-2.4735, -1.6982, -4.0101], [0.9130, -2.5242, 3.6177], [1.2074, -3.3259, 4.5219], [1.7883, -1.5593, 3.2499], [-0.1140, -2.6720, 2.7672], [2.7634, -1.5526, 3.4713], [1.4788, -0.9246, 2.5259], [-0.3788, -1.8340, 2.2662], [-0.8397, -3.2795, 3.1196], [-3.9728, -1.1979, 1.1496], [-5.1156, -1.6159, 1.3527], [-3.2906, -0.4302, 2.0219], [-3.3700, -1.2827, -0.0563], [-2.3404, -0.2357, 1.7462], [-3.6198, -0.3324, 2.9633], [-3.9300, -1.5614, -0.8411], [-2.5122, -0.7557, -0.2093], [-1.9689, 3.3804, 2.2031], [-2.6384, 4.3292, 2.5859], [-1.0205, 2.7506, 2.9725], [-2.1856, 2.6557, 1.0915], [-0.7100, 3.1254, 3.8467], [-0.6361, 1.9131, 2.5631], [-1.4967, 2.0356, 0.6925], [-2.8648, 2.9853, 0.4266], [4.7733, 0.5112, 0.0364], [4.2581, 0.9858, -0.9661], [5.7310, 1.0233, 0.8403], [4.4353, -0.7446, 0.4692], [6.2270, 1.8663, 0.6008], [5.9338, 0.7194, 1.7716], [3.8135, -1.3314, -0.0590], [4.9099, -1.1679, 1.2416]], "atomic_forces_ev_per_a": [[0.1, -0.3, 1.6], [-2.7, 1.4, 0.2], [-0.3, -0.6, -0.7], [1.6, 0.1, 0.2], [1.2, -0.3, -1.0], [-0.8, 0.2, -1.3], [0.2, -0.5, 0.6], [0.6, 0.4, 0.3], [-0.5, -1.1, 0.1], [0.3, 0.0, -0.1], [0.1, 0.2, 0.4], [0.0, 0.2, -0.4], [0.2, 0.4, -0.1], [-0.4, 0.8, -1.4], [0.2, -0.6, 0.7], [-0.2, 0.9, 0.4], [-0.1, -0.3, -0.1], [0.0, 0.2, -0.1], [0.2, 0.1, 0.3], [0.2, -0.8, -0.2], [0.2, -0.3, 0.5], [2.9, -2.1, 1.4], [-0.9, 0.8, -0.7], [-0.2, 1.5, -0.8], [-1.4, 0.1, -0.1], [-0.2, -0.3, 0.6], [0.2, 0.3, 0.1], [-0.3, -0.2, -0.1], [-0.1, 0.3, -0.2], [-2.3, 0.5, -0.6], [0.6, -0.2, 0.3], [0.9, -0.1, 0.4], [0.6, -0.4, -0.5], [0.0, 0.4, 0.6], [0.1, 0.0, 0.0], [-0.1, -0.1, 0.1], [-0.3, -0.3, -0.1], [-0.2, -0.5, 1.9], [0.3, 0.2, -0.5], [0.1, 0.1, -0.4], [-0.6, -0.1, -2.0], [0.0, 0.0, -0.1], [0.5, 0.0, 0.5], [0.1, -0.1, 0.3], [0.0, 0.2, 0.2], [-1.0, -1.4, -0.6], [0.8, 0.4, 0.7], [1.3, 1.8, 0.1], [-0.5, -0.6, 0.3], [-0.5, 0.0, -0.3], [-0.3, -0.5, 0.0], [0.0, 0.3, -0.2], [0.1, -0.1, 0.0]], "lowdin_charge": [0.051, -0.731, -0.063, -0.054, 0.090, -0.702, -0.016, 0.163, 0.166, 0.062, 0.103, 0.082, 0.048, -0.705, -0.004, 0.163, 0.163, 0.071, 0.104, 0.063, 0.112, -0.691, -0.017, 0.152, 0.172, 0.094, 0.039, 0.076, 0.113, -0.705, -0.013, 0.167, 0.153, 0.063, 0.107, 0.098, 0.026, -0.695, 0.006, 0.148, 0.159, 0.094, 0.055, 0.068, 0.107, -0.660, 0.037, 0.149, 0.147, 0.107, 0.094, 0.098, 0.088], "total_charge": -1, "homo_lumo_gap_ev": 8.84}

No. 3
{"formula": "C7H26CrNO10S", "method": "the ωB97M-V functional and the def2-TZVPD basis", "species": ["Cr", "S", "O", "O", "O", "O", "C", "C", "C", "O", "H", "H", "H", "H", "H", "H", "H", "C", "C", "C", "O", "C", "N", "H", "H", "H", "H", "H", "H", "H", "H", "H", "H", "H", "O", "H", "H", "O", "H", "H", "O", "H", "H", "O", "H", "H"], "coordinates": [[-30.1458, 34.8510, -26.2078], [-32.6313, 35.6407, -28.1908], [-32.5418, 35.5083, -29.6490], [-31.5073, 34.8048, -27.5924], [-32.3008, 37.0353, -27.7520], [-33.8986, 35.1754, -27.6300], [-32.2677, 31.8068, -23.7448], [-31.1123, 32.7990, -23.7756], [-29.7557, 32.0698, -23.6077], [-31.1882, 33.6231, -24.8503], [-32.3284, 31.2827, -24.7073], [-33.2254, 32.3098, -23.6135], [-32.1742, 31.0080, -22.9988], [-31.1945, 33.3501, -22.7985], [-29.5254, 31.5187, -24.5274], [-29.7568, 31.4241, -22.7260], [-28.9728, 32.8190, -23.4697], [-27.5614, 37.7413, -28.6034], [-27.9626, 36.9625, -27.3550], [-27.8833, 37.8580, -26.1249], [-26.5785, 38.3322, -25.8843], [-25.7984, 37.4446, -25.1279], [-29.3293, 36.4135, -27.4933], [-27.8279, 37.2933, -29.5592], [-26.4974, 38.0026, -28.6298], [-28.0164, 38.7414, -28.5824], [-27.2692, 36.1167, -27.2521], [-28.3447, 37.3738, -25.2583], [-28.5667, 38.6960, -26.3101], [-25.3270, 36.7036, -25.7866], [-26.4181, 36.9125, -24.3990], [-25.0215, 38.0081, -24.6164], [-30.0218, 37.1700, -27.5432], [-29.4344, 36.0407, -28.4387], [-30.9346, 36.7512, -25.2554], [-31.7779, 37.0398, -25.6564], [-30.8840, 37.1496, -24.3777], [-28.8500, 33.3034, -27.2715], [-28.4473, 32.6396, -26.6992], [-28.8899, 32.9060, -28.1495], [-30.4500, 35.9744, -22.6253], [-29.6910, 35.7311, -22.0889], [-30.5566, 35.2669, -23.2872], [-28.4592, 34.8013, -24.8311], [-28.3818, 34.9816, -23.8900], [-27.5714, 34.5847, -25.1355]], "atomic_forces_ev_per_a": [[-1.7, -0.3, 0.5], [-0.3, 0.6, 0.1], [0.0, 0.0, 0.3], [0.5, -1.0, -0.1], [-0.1, 0.1, 0.1], [0.3, 0.2, -0.2], [-0.3, -0.7, -0.6], [0.3, 0.0, 0.9], [-0.2, 0.3, -0.3], [0.8, 0.7, -0.3], [0.1, 0.2, 0.0], [0.1, 0.1, 0.0], [0.1, 0.3, 0.2], [-0.1, 0.1, -0.1], [0.0, -0.2, 0.2], [0.0, -0.2, -0.1], [0.1, -0.1, 0.0], [0.5, 1.3, 0.0], [-0.2, -0.2, -0.7], [-1.0, 0.0, -0.4], [-0.2, 0.4, 0.3], [0.0, -0.3, -0.4], [0.6, 0.3, -0.5], [-0.1, -0.3, 0.2], [0.0, -0.4, 0.1], [-0.3, -0.2, 0.0], [-0.1, 0.0, 0.1], [0.4, -0.2, 0.1], [0.4, 0.3, -0.1], [0.1, -0.1, 0.1], [0.1, 0.0, 0.1], [0.0, 0.0, 0.0], [-0.3, -0.2, 0.4], [0.0, -0.3, 0.2], [-0.3, 1.0, 0.6], [0.1, -0.3, -0.6], [-0.1, -0.2, 0.0], [0.9, -0.4, -0.1], [-0.2, -0.1, 0.0], [-0.3, 0.1, 0.0], [0.4, 0.0, -0.1], [-0.1, -0.1, 0.2], [-0.4, -0.1, -0.1], [0.7, 0.1, -0.1], [-0.3, 0.0, 0.0], [0.0, 0.1, -0.1]], "lowdin_charge": [0.706, 0.272, -0.406, -0.493, -0.438, -0.383, -0.075, -0.650, -0.074, -0.282, 0.079, 0.074, 0.061, 0.111, 0.070, 0.065, 0.037, -0.051, -0.392, -0.210, -0.165, -0.112, 0.006, 0.080, 0.074, 0.088, 0.130, 0.103, 0.139, 0.087, 0.076, 0.086, 0.090, 0.106, -0.086, 0.068, 0.045, -0.049, 0.056, 0.081, -0.050, 0.037, 0.007, -0.062, 0.064, 0.080], "total_charge": -1, "multiplicity": 5, "homo_lumo_gap_ev": [5.13, 5.62]}

No. 4
{"formula": "C7H26N10O8V", "method": "the ωB97M-V functional and the def2-TZVPD basis", "species": ["O", "V", "O", "C", "O", "N", "N", "H", "H", "H", "H", "C", "O", "N", "N", "H", "H", "H", "H", "C", "O", "N", "N", "H", "H", "H", "H", "C", "O", "N", "N", "H", "H", "H", "H", "C", "O", "N", "N", "H", "H", "H", "H", "C", "C", "O", "H", "H", "H", "H", "H", "H"], "coordinates": [[-0.0379, 0.0284, -1.3013], [-0.0263, 0.5873, 0.1447], [0.9814, -0.3272, 0.9359], [-1.6337, -1.7714, 1.3369], [-1.5573, -0.5833, 0.9375], [-2.7075, -2.5555, 0.9496], [-0.7456, -2.3436, 2.1545], [-2.5829, -3.5439, 1.1300], [-2.9697, -2.4263, -0.0313], [-0.8595, -3.2869, 2.4565], [0.1367, -1.9478, 2.3933], [0.5347, -0.2737, -4.9623], [1.4205, -0.9218, -4.4370], [0.3048, -0.2354, -6.3882], [-0.4394, 0.4169, -4.2536], [-0.6044, -0.2436, -6.8326], [1.0071, -0.6648, -6.9929], [-0.6289, 0.1929, -3.2904], [-1.1657, 0.9607, -4.6447], [-1.3176, 1.9238, 3.3690], [-0.4614, 1.5238, 2.6191], [-2.5460, 2.1472, 2.9611], [-1.1212, 2.1242, 4.7020], [-3.1244, 2.8193, 3.4459], [-2.7521, 2.0706, 1.9855], [-1.9501, 2.4177, 5.2498], [-0.3938, 1.6778, 5.2067], [-1.6931, 2.8289, -1.3307], [-1.4991, 2.0235, -0.4541], [-1.0335, 3.0955, -2.3944], [-2.8527, 3.4256, -1.3695], [-1.4025, 3.8464, -2.9589], [-0.1180, 2.7717, -2.6545], [-3.1107, 3.9384, -2.1930], [-3.5954, 3.0574, -0.8003], [2.3388, 2.3027, 1.0405], [1.3633, 2.1658, 0.3419], [2.2657, 2.1290, 2.3655], [3.4696, 2.7428, 0.5144], [3.1020, 2.2709, 2.9156], [1.4944, 1.6715, 2.8575], [3.4724, 2.8890, -0.4945], [4.2313, 2.9652, 1.1500], [1.4579, -4.3306, -0.1045], [2.3534, -5.1805, 0.7872], [2.9671, -4.5120, 1.9133], [1.9922, -3.6074, -0.7157], [0.7038, -3.8327, 0.5082], [0.8733, -4.9667, -0.8087], [3.1355, -5.6463, 0.2075], [1.8823, -6.0640, 1.2231], [3.4423, -3.7495, 1.6103]], "atomic_forces_ev_per_a": [[0.3, -0.4, -1.4], [0.1, 0.0, 2.0], [0.7, -0.4, 0.3], [0.0, 0.3, -0.5], [-0.5, -0.3, -0.3], [0.5, 0.0, -0.5], [-0.4, -0.1, 0.2], [-0.1, 0.1, 0.1], [0.0, 0.4, 0.6], [-0.2, -0.4, 0.0], [0.3, 0.8, -0.1], [-1.3, -1.0, -1.4], [-0.5, 1.0, -0.5], [1.1, 0.0, 0.7], [0.6, -0.2, 0.5], [0.0, 0.2, 0.7], [-0.2, 0.1, 0.8], [0.7, -0.3, 0.2], [-0.3, 0.3, -1.0], [0.6, -0.2, 1.5], [1.8, -0.9, -1.2], [-2.8, 1.1, -0.6], [-1.6, 1.1, 0.7], [0.0, -0.3, 0.1], [0.3, -0.1, -0.4], [1.2, -0.5, -0.5], [0.6, -0.2, 0.1], [-1.7, -0.8, 0.1], [1.5, -1.7, 2.9], [3.4, 1.1, -3.5], [-3.6, 1.9, 0.6], [0.5, -0.2, -0.1], [0.1, -0.3, 0.4], [-0.4, 0.0, 0.2], [0.1, 0.2, 0.0], [0.6, 0.3, 2.3], [-3.6, -0.9, -3.0], [1.0, -0.2, 1.4], [1.2, 0.4, -0.1], [-0.2, -0.1, -0.1], [0.0, 0.3, -1.0], [0.4, 0.0, 0.8], [-0.1, 0.0, -0.9], [-0.8, -0.7, 0.1], [0.7, -0.3, 0.3], [-1.1, -0.5, -0.2], [0.1, 0.1, 0.2], [0.1, 0.3, -0.1], [0.6, 0.2, 0.4], [0.5, 0.1, -0.5], [-0.6, 0.4, 0.1], [0.4, 0.6, -0.4]], "lowdin_charge": [-0.294, 0.923, -0.315, -0.556, -0.071, 0.172, 0.218, 0.103, 0.126, 0.116, 0.102, -0.609, 0.044, 0.108, 0.134, 0.079, 0.094, 0.045, 0.071, -0.676, 0.006, 0.191, 0.173, 0.120, 0.099, 0.125, 0.100, -0.717, -0.011, 0.225, 0.186, 0.131, 0.130, 0.118, 0.129, -0.677, -0.033, 0.201, 0.203, 0.117, 0.091, 0.141, 0.128, -0.079, -0.304, -0.083, 0.078, 0.039, 0.087, 0.100, 0.110, 0.063], "total_charge": 1, "homo_lumo_gap_ev": 9.39}

No. 5
{"formula": "C7H26N2OP2Pt", "method": "the ωB97M-V functional and the def2-TZVPD basis", "species": ["Pt", "H", "H", "P", "P", "C", "H", "H", "H", "C", "H", "H", "H", "C", "H", "H", "H", "C", "H", "H", "H", "C", "H", "H", "H", "C", "H", "H", "H", "H", "H", "N", "C", "N", "O", "H", "H", "H", "H"], "coordinates": [[0.0719, 0.2198, -0.5094], [-1.2327, -0.8356, -0.2332], [-1.4897, 0.1265, 0.1598], [0.6986, -1.7915, -1.5145], [-0.3219, 2.4151, 0.1901], [0.5232, 3.0845, 1.6575], [0.3264, 4.1600, 1.7801], [0.1828, 2.5638, 2.5597], [1.6037, 2.9391, 1.5564], [0.2254, 3.5330, -1.1496], [-0.2959, 3.2818, -2.0789], [0.0272, 4.5847, -0.9061], [1.2990, 3.4044, -1.3162], [-2.0622, 2.9246, 0.4393], [-2.4767, 2.4201, 1.3202], [-2.1455, 4.0105, 0.5903], [-2.6635, 2.6494, -0.4341], [1.5766, -1.3938, -3.0678], [1.8350, -2.3003, -3.6304], [0.9488, -0.7550, -3.6972], [2.4956, -0.8462, -2.8379], [1.8268, -2.9533, -0.6852], [1.3553, -3.3634, 0.2149], [2.0990, -3.7896, -1.3460], [2.7435, -2.4305, -0.3929], [-0.6603, -2.8699, -2.0989], [-1.3714, -2.2884, -2.6957], [-0.2795, -3.6951, -2.7172], [-1.1928, -3.2958, -1.2404], [-0.7123, 0.5421, -1.7858], [1.6266, 0.8495, -1.0905], [-0.3713, -2.5417, 2.8634], [-0.4862, -1.2144, 2.7356], [-0.9318, -0.4061, 3.7066], [-0.0288, -0.6820, 1.6946], [-0.5392, -2.9670, 3.7641], [-0.0671, -3.0787, 2.0656], [-1.0240, 0.5778, 3.5060], [-1.1128, -0.7884, 4.6239]], "atomic_forces_ev_per_a": [[1.1, 0.5, -0.6], [-1.2, 1.0, 0.8], [-0.5, -1.6, -0.3], [0.5, -0.1, -0.7], [0.3, 0.7, -0.3], [0.0, 0.6, 0.2], [0.1, -0.2, 0.0], [0.1, 0.0, -0.2], [-0.2, -0.1, 0.0], [-0.1, 0.4, 0.1], [0.1, -0.1, 0.2], [0.0, -0.1, 0.0], [-0.2, -0.1, 0.1], [-0.1, 0.3, 0.1], [0.1, 0.0, -0.2], [0.0, -0.2, 0.0], [0.2, -0.1, 0.1], [0.2, -0.4, -0.2], [0.0, 0.1, 0.1], [0.0, -0.1, 0.2], [-0.2, 0.0, 0.1], [0.3, -0.5, -0.2], [0.1, 0.1, -0.1], [0.0, 0.1, 0.2], [-0.2, 0.0, 0.0], [0.1, -0.3, -0.1], [0.2, 0.0, 0.2], [-0.1, 0.2, 0.1], [0.0, 0.1, -0.1], [-0.8, 0.6, -2.1], [-0.1, -0.2, 0.4], [-0.7, -0.8, 1.4], [2.5, 2.0, -3.2], [-0.7, -0.7, 1.4], [-0.6, -1.2, 2.7], [0.0, -0.3, -0.4], [0.0, 0.3, 0.3], [0.2, -0.3, 0.1], [-0.2, 0.5, -0.1]], "lowdin_charge": [0.378, -0.025, -0.020, 0.553, 0.553, -0.278, 0.041, 0.022, 0.042, -0.305, 0.034, 0.038, 0.020, -0.286, 0.030, 0.041, 0.041, -0.307, 0.038, 0.035, 0.020, -0.275, 0.018, 0.042, 0.045, -0.287, 0.041, 0.041, 0.031, -0.108, -0.101, 0.173, -0.670, 0.172, -0.202, 0.105, 0.100, 0.103, 0.105], "multiplicity": 3, "homo_lumo_gap_ev": [3.74, 8.97]}

| no. | strongest force on any atom (hartree/bohr) |
| --- | --- |
| 1 | 0.038 |
| 2 | 0.075 |
| 3 | 0.036 |
| 4 | 0.098 |
| 5 | 0.089 |